(1)
120
Properties=species:S:1:pos:R:3 method="wB97M-V/def2-TZVPD" homo_ev=-10.06 homo_lumo_gap_ha=0.34931 lumo_energy_ev=-0.5518 total_energy_ev=-83198.7202 spin_multiplicity=1
H 0.951 -0.842 5.347
H 0.593 -1.589 6.698
O 0.424 -1.530 5.756
H -3.829 -2.733 -3.035
H -5.246 -2.907 -2.822
O -4.666 -2.356 -3.369
H 0.216 -0.380 -5.368
H -0.157 -0.367 -6.686
O -0.618 -0.515 -5.842
H 2.267 -0.073 2.406
H 3.570 0.268 1.583
O 3.071 0.487 2.366
H -1.026 3.550 -2.739
H -0.596 3.123 -1.377
O -0.692 3.929 -1.901
H 3.838 -4.577 -1.075
O 3.706 -3.737 -1.525
H -2.290 0.446 -0.160
O -1.484 0.300 -0.648
H 4.186 1.915 -1.711
H 5.397 2.397 -2.566
O 5.175 2.059 -1.705
H 0.453 6.663 -0.988
H -0.464 5.592 -1.555
O -0.476 6.428 -1.046
H 6.097 -1.649 0.107
H 4.960 -2.581 -0.594
O 5.642 -2.473 0.076
H -4.400 -3.100 0.579
H -5.328 -4.390 0.700
O -5.290 -3.442 0.588
H 3.765 3.702 -1.269
O 3.944 4.574 -1.593
H 3.957 2.539 2.367
H 4.002 4.172 2.295
O 4.313 3.330 1.963
H -2.869 2.435 -3.215
H -1.911 1.432 -3.936
O -2.088 2.366 -3.774
H -3.188 2.411 2.490
H -3.977 2.622 3.794
O -3.728 1.962 3.139
H 3.255 0.084 -1.414
H 3.871 -0.173 -2.684
O 3.246 0.489 -2.294
H 0.750 -3.174 0.606
H 0.527 -2.985 -0.780
O 1.227 -3.356 -0.221
H -4.061 2.591 -1.079
H -4.460 1.037 -1.450
O -3.798 1.730 -1.410
H 2.890 2.791 0.173
O 2.845 1.831 0.177
H 1.977 3.485 4.361
H 0.676 4.094 3.976
O 1.101 3.663 4.726
H -4.498 -1.209 2.935
O -4.730 -1.504 2.018
H -1.655 -4.474 -2.931
H -2.056 -5.292 -4.036
O -1.226 -5.008 -3.636
H -1.950 3.679 -0.199
H -2.528 2.644 0.800
O -2.609 3.550 0.497
H 6.755 1.573 0.178
H 5.289 0.964 0.310
O 6.225 0.781 0.249
H -0.144 -3.868 -5.015
H -0.775 -2.778 -5.833
O 0.001 -2.947 -5.320
H 0.492 -1.567 -3.577
H 0.163 -0.293 -2.752
O 0.154 -1.252 -2.725
H 2.223 -3.268 3.215
H 2.897 -4.615 2.689
O 2.856 -3.662 2.616
H -3.972 0.529 4.149
H -3.170 -0.813 4.685
O -4.020 -0.300 4.651
H 2.590 -2.320 0.448
H 3.654 -2.199 1.320
O 2.949 -1.609 1.004
H -2.615 -1.734 1.581
H -2.242 -0.348 1.884
O -1.881 -1.133 1.471
H 5.799 -1.487 -2.593
H 5.966 -0.222 -1.903
O 5.271 -0.886 -2.054
H 0.729 0.649 3.639
O 0.636 -0.162 3.108
H -0.264 0.904 0.204
H 1.135 1.357 0.641
O 0.194 1.435 0.907
H 2.778 1.512 1.109
H 2.769 -3.703 -1.725
H -5.529 -1.951 2.341
H -1.278 -0.641 -0.623
H 3.983 4.641 -2.545
H 0.551 0.314 2.248
O -5.649 -0.250 0.203
H -5.271 -0.662 0.994
H -5.848 -0.956 -0.416
O -1.801 -1.632 4.395
H -1.149 -1.106 3.906
H -1.292 -2.096 5.065
O -2.063 -2.609 -3.126
H -1.247 -2.654 -3.651
H -1.889 -1.855 -2.565
O 0.898 1.134 6.123
H 0.053 1.323 5.692
H 1.143 2.052 6.271
O -5.578 3.316 0.541
H -4.773 2.853 0.782
H -6.158 2.590 0.293
O 1.252 2.176 -3.613
H 0.549 1.688 -3.177
H 0.902 3.074 -3.658
O -2.032 -3.664 -0.595
H -2.583 -3.484 -1.364
H -2.625 -4.095 0.030

***

(2)
52
Properties=species:S:1:pos:R:3 method="wB97M-V/def2-TZVPD" homo_ev=-8.37 homo_lumo_gap_ha=0.27780 lumo_energy_ev=-0.8072 total_energy_ev=-36287.6908 spin_multiplicity=1
C 5.504 -3.071 -1.705
O 4.265 -2.783 -2.388
C 3.398 -1.893 -1.832
C 2.123 -1.786 -2.445
C 1.179 -0.966 -1.888
C 1.398 -0.214 -0.711
C 0.333 0.602 -0.141
C 0.317 1.050 1.160
C -0.623 2.120 1.549
O -1.477 2.585 0.813
O -0.562 2.572 2.844
C 0.672 2.327 3.553
C 1.810 3.166 2.994
C 0.387 2.644 5.023
O 0.968 0.916 3.505
C 0.915 0.282 2.290
O 1.284 -0.871 2.227
C 2.701 -0.278 -0.152
C 3.684 -1.096 -0.691
H 5.916 -3.902 -2.272
H 6.187 -2.215 -1.742
H 5.341 -3.367 -0.661
H 1.928 -2.349 -3.359
H 0.193 -0.886 -2.342
H -0.388 1.051 -0.824
H 2.023 2.921 1.947
H 1.540 4.227 3.073
H 2.708 2.992 3.601
H -0.425 2.001 5.378
H 1.285 2.453 5.618
H 0.090 3.692 5.122
H 2.926 0.313 0.731
H 4.679 -1.115 -0.232
N -0.860 -0.375 -5.615
N -1.313 -0.522 -4.568
N -1.552 -0.672 -3.367
C -2.968 -0.827 -3.061
C -3.124 -1.093 -1.560
C -4.601 -1.056 -1.151
C -4.661 -0.245 0.167
C -3.203 0.108 0.496
N -2.436 -0.192 -0.696
H -3.544 0.080 -3.333
H -3.412 -1.700 -3.581
H -2.714 -2.112 -1.418
H -5.195 -0.588 -1.945
H -4.950 -2.084 -1.002
H -5.250 0.672 0.047
H -5.098 -0.839 0.977
H -3.077 1.168 0.725
H -2.865 -0.430 1.400
H -1.454 -0.414 -0.560

***

(3)
86
Properties=species:S:1:pos:R:3 method="wB97M-V/def2-TZVPD" homo_ev=-16.31 homo_lumo_gap_ha=0.22750 lumo_energy_ev=-10.1202 total_charge=+3 total_energy_ev=-118287.3529 spin_multiplicity=1
Ta -0.417 -0.466 -0.434
I -2.739 -2.071 0.261
C -3.896 -0.437 -0.406
C -5.253 -0.617 -0.463
C -6.068 0.457 -0.861
C -5.495 1.653 -1.198
C -4.093 1.827 -1.148
C -3.523 3.070 -1.524
C -2.170 3.277 -1.493
C -1.337 2.247 -1.047
C -1.808 0.982 -0.676
C -3.242 0.769 -0.732
H -5.710 -1.563 -0.201
H -7.140 0.324 -0.896
H -6.112 2.485 -1.511
H -4.189 3.864 -1.839
H -1.750 4.230 -1.786
H -0.275 2.444 -1.005
C 0.224 -3.127 2.323
C -0.515 -2.042 3.103
C -0.002 -2.044 4.548
P -0.391 -0.418 2.223
C -1.675 0.772 2.819
C -1.199 2.208 2.590
C -2.110 0.575 4.272
C 1.254 0.264 2.482
C 1.857 0.547 3.705
C 3.159 1.045 3.764
C 3.816 1.325 5.082
C 3.847 1.248 2.566
C 3.266 0.995 1.333
C 1.962 0.524 1.306
N 1.250 0.287 0.094
C 1.878 0.117 -1.189
C 2.324 -1.189 -1.536
C 1.990 -2.363 -0.664
C 3.108 -1.349 -2.659
C 3.463 -0.255 -3.456
C 4.344 -0.441 -4.649
C 3.025 1.019 -3.093
C 2.291 1.249 -1.940
C 2.133 2.656 -1.444
H 0.144 -4.080 2.844
H 1.286 -2.887 2.240
H -0.175 -3.285 1.316
H -1.586 -2.267 3.111
H 1.083 -1.945 4.572
H -0.248 -3.006 4.997
H -0.439 -1.270 5.172
H -2.540 0.570 2.175
H -0.436 2.480 3.319
H -2.041 2.888 2.716
H -0.783 2.368 1.594
H -1.288 0.757 4.965
H -2.522 -0.415 4.462
H -2.888 1.304 4.499
H 1.321 0.382 4.630
H 3.078 1.471 5.869
H 4.439 2.216 5.028
H 4.457 0.490 5.372
H 4.862 1.623 2.600
H 3.823 1.163 0.422
H 2.428 -2.276 0.331
H 2.323 -3.298 -1.113
H 0.899 -2.534 -0.520
H 3.459 -2.337 -2.931
H 4.201 -1.419 -5.105
H 5.390 -0.376 -4.338
H 4.175 0.332 -5.396
H 3.341 1.868 -3.689
H 1.706 3.303 -2.211
H 3.120 3.059 -1.211
H 1.554 2.728 -0.524
C -1.806 -0.011 -3.922
As -0.969 -1.497 -2.996
C 0.396 -2.049 -4.250
C -2.277 -2.913 -3.177
H -2.087 -0.344 -4.921
H -1.108 0.821 -4.000
H -2.692 0.304 -3.375
H -0.124 -2.296 -5.176
H 0.927 -2.927 -3.890
H 1.092 -1.235 -4.428
H -2.338 -3.181 -4.232
H -3.254 -2.568 -2.846
H -1.984 -3.791 -2.605

***

(4)
11
Properties=species:S:1:pos:R:3 method="wB97M-V/def2-TZVPD" homo_ev="-8.93 / -9.28" homo_lumo_gap_ha="0.31201 / 0.31717" lumo_energy_ev="-0.4359 / -0.6488" total_energy_ev=-17558.2369 spin_multiplicity=1
C 0.183 -0.811 -0.814
C -1.123 -0.560 -0.034
C 0.750 0.230 0.109
N -0.431 0.345 0.905
O 0.715 2.692 1.145
S 0.060 1.872 0.158
H 0.598 -1.803 -0.670
H 0.196 -0.553 -1.873
H -1.912 -0.060 -0.597
H -1.530 -1.424 0.492
H 2.494 0.072 1.179